[1]
4 unconnected molecules or ions with the total composition C19H17Cl4FO4 at a distorted geometry, computed with ωB97M-V/def2-TZVPD.

Properties
structure (SMILES)	ClC(Cl)(Cl)Cl.Oc1ccc(O)cc1.Oc1ccc(O)cc1.Fc1ccccc1

Positions of all 45 atoms, in Å:
1 Cl -2.2090 1.7036 2.0349
2 C -2.3472 3.4039 2.5079
3 Cl -0.9012 3.8528 3.5369
4 Cl -2.1277 4.4398 1.0148
5 Cl -3.9574 3.5666 3.2548
6 O -1.6157 -5.3896 -0.7313
7 C -0.6617 -5.1592 0.2463
8 C -0.0097 -6.2224 0.8142
9 C 0.7673 -5.9156 1.9029
10 C 0.9131 -4.6174 2.3905
11 O 1.7254 -4.4398 3.4752
12 C 0.2668 -3.5495 1.8277
13 C -0.4949 -3.8564 0.7425
14 H -2.1310 -6.1235 -0.3885
15 H -0.0947 -7.2282 0.4299
16 H 1.2546 -6.7541 2.3782
17 H 1.1857 -4.8312 4.1660
18 H 0.3492 -2.5450 2.2160
19 H -0.9562 -3.0206 0.2374
20 O 4.1244 -0.5199 4.3076
21 C 4.8409 -0.0984 3.2248
22 C 5.8645 -0.9024 2.7565
23 C 6.7113 -0.4432 1.7325
24 C 6.4131 0.8057 1.1483
25 O 7.0085 1.1273 -0.0048
26 C 5.5101 1.6997 1.7037
27 C 4.7723 1.2578 2.7730
28 H 3.9537 -1.4334 4.0671
29 H 6.1788 -1.8625 3.1383
30 H 7.5677 -0.9983 1.3790
31 H 7.2780 0.2610 -0.3188
32 H 5.3956 2.7093 1.3377
33 H 4.0707 1.9400 3.2298
34 F -6.4509 6.6374 -4.6894
35 C -6.1082 5.3781 -4.8818
36 C -4.9951 4.8579 -4.2232
37 C -4.6217 3.5818 -4.5886
38 C -5.2700 2.8294 -5.5707
39 C -6.4278 3.3488 -6.1777
40 C -6.9267 4.5496 -5.7512
41 H -4.2687 5.4774 -3.7182
42 H -3.7606 3.0588 -4.1997
43 H -4.8882 1.9151 -6.0005
44 H -7.0418 2.5923 -6.6437
45 H -7.8856 4.9164 -6.0865

[2]
A gas-phase ion, C6H8N (charge +1) at a distorted geometry, computed with ωB97M-V/def2-TZVPD.

Properties
charge	+1
structure (SMILES)	C#[N+][C@@]1(C)CC1=C

Positions of all 15 atoms, in Å:
1 C -1.5891 0.4329 -2.0832
2 N -1.0483 0.2864 -1.0531
3 C -0.4882 -0.0069 0.0486
4 C -1.0448 0.0797 1.4096
5 C 0.6461 -1.4397 -0.1966
6 C 1.0623 -0.0602 -0.1502
7 C 2.0000 0.8619 -0.0973
8 H -2.1978 0.6266 -2.9311
9 H -0.2515 0.2060 2.1422
10 H -1.7478 -0.8520 1.5762
11 H -1.4922 1.1008 1.5448
12 H 0.7285 -1.8570 -1.1585
13 H 0.5236 -1.7977 0.7712
14 H 1.9066 1.8552 0.1325
15 H 2.9927 0.5640 0.0450

no.,total energy (eV),HOMO (eV),frontier orbital gap (eV)
1,-80973.0946,-7.97,7.8583
2,-7829.6056,-13.82,9.1451